{
  "formula": "C46H116As2F18N8O11S2",
  "method": "ωB97M-V/def2-TZVPD",
  "homo_lumo_gap_ev": 8.99,
  "e_tot_ev": -276251.0543,
  "total_charge": 4,
  "homo_ev": -16.2,
  "elements": ["C", "F", "F", "F", "S", "O", "O", "N", "S", "O", "O", "C", "F", "F", "F", "C", "C", "N", "C", "C", "C", "C", "C", "O", "C", "H", "H", "H", "H", "H", "H", "H", "H", "H", "H", "H", "H", "H", "H", "H", "H", "H", "H", "H", "H", "C", "C", "N", "C", "C", "C", "C", "C", "O", "C", "H", "H", "H", "H", "H", "H", "H", "H", "H", "H", "H", "H", "H", "H", "H", "H", "H", "H", "H", "H", "C", "C", "N", "C", "C", "C", "C", "C", "O", "C", "H", "H", "H", "H", "H", "H", "H", "H", "H", "H", "H", "H", "H", "H", "H", "H", "H", "H", "H", "H", "C", "C", "N", "C", "C", "C", "C", "C", "O", "C", "H", "H", "H", "H", "H", "H", "H", "H", "H", "H", "H", "H", "H", "H", "H", "H", "H", "H", "H", "H", "C", "C", "C", "O", "C", "N", "H", "H", "H", "H", "H", "H", "H", "H", "H", "H", "H", "H", "C", "C", "C", "O", "C", "N", "H", "H", "H", "H", "H", "H", "H", "H", "H", "H", "H", "H", "C", "C", "C", "O", "C", "N", "H", "H", "H", "H", "H", "H", "H", "H", "H", "H", "H", "H", "As", "F", "F", "F", "F", "F", "F", "As", "F", "F", "F", "F", "F", "F"],
  "xyz": [[1.974151, -1.743519, -3.303103], [1.525656, -1.654572, -4.572728], [2.409777, -2.988115, -3.032352], [2.884050, -0.874313, -3.059722], [0.561100, -1.462625, -2.079709], [-0.637070, -1.911499, -2.808635], [0.965894, -2.143708, -0.871009], [0.472087, 0.268005, -1.993124], [-0.426883, 0.459369, -0.793441], [-1.804033, 0.077020, -1.082039], [-0.035458, -0.118365, 0.466545], [-0.485188, 2.367918, -0.637339], [-0.986603, 2.947261, -1.745318], [-1.421620, 2.727290, 0.313848], [0.710732, 2.766410, -0.277575], [2.913737, -4.916486, 1.842281], [4.453033, -4.933850, 1.842044], [4.860521, -5.981766, 0.811943], [4.444035, -7.392668, 1.205486], [4.297299, -5.818840, -0.676877], [4.704933, -4.514500, -1.449098], [6.413611, -5.937761, 0.750876], [7.259431, -6.098409, 2.075438], [8.546978, -6.619777, 1.719418], [9.174186, -7.066899, 2.919074], [2.559933, -5.811920, 2.353296], [2.361249, -4.770302, 0.914118], [2.501745, -4.061779, 2.378775], [4.903522, -5.169534, 2.806198], [4.967229, -4.018042, 1.550484], [5.079006, -8.174281, 0.788360], [3.381879, -7.636476, 1.183528], [4.687694, -7.488504, 2.263570], [3.218016, -5.969076, -0.650658], [4.844996, -6.589350, -1.219508], [4.073763, -4.321236, -2.316491], [5.752625, -4.519070, -1.749809], [4.656246, -3.676288, -0.754013], [6.620452, -4.941531, 0.359911], [6.831406, -6.625440, 0.015589], [6.726564, -6.703447, 2.808986], [7.341423, -5.065598, 2.414109], [9.266499, -6.325853, 3.713069], [10.207291, -7.244887, 2.620545], [8.731997, -7.938739, 3.401218], [4.485076, 1.760314, -2.442306], [3.953326, 1.133482, -1.077755], [4.449245, 1.936244, 0.284732], [4.309940, 3.442992, 0.225375], [3.423769, 1.355177, 1.343835], [3.734488, 0.023307, 1.827795], [5.867554, 1.692481, 0.606465], [6.396451, 2.437359, 1.883841], [5.448470, 2.379731, 2.967408], [6.072168, 2.728870, 4.251341], [5.551017, 1.578911, -2.579974], [4.325950, 2.787818, -2.769426], [4.052655, 1.336581, -3.348708], [4.265844, 0.089255, -1.073667], [2.870942, 1.017795, -1.021537], [5.154904, 3.943779, -0.247216], [4.261871, 3.825368, 1.244967], [3.439338, 3.589128, -0.413992], [2.426682, 1.369874, 0.903702], [3.401343, 2.116506, 2.123565], [3.423604, -0.803447, 1.189112], [3.238717, -0.166519, 2.779788], [4.805130, -0.078285, 2.005318], [6.470745, 2.088456, -0.210516], [6.155822, 0.641338, 0.595909], [6.752149, 3.421822, 1.579836], [7.322758, 1.894532, 2.071965], [5.345154, 3.044291, 4.999713], [6.711665, 3.600825, 4.114087], [6.579367, 1.959558, 4.833574], [-4.090708, 2.015683, -3.156255], [-4.571429, 1.467876, -1.776606], [-6.049270, 1.710985, -1.408640], [-6.349589, 3.237166, -1.500447], [-7.060210, 0.845081, -2.400904], [-6.726216, -0.599220, -2.814137], [-6.291205, 1.117861, 0.034620], [-5.284383, 1.525896, 1.095339], [-5.019504, 2.883761, 1.153648], [-4.483621, 3.440035, 2.367289], [-4.378613, 1.401363, -4.009380], [-3.015954, 2.197033, -3.167012], [-4.500102, 2.999815, -3.384257], [-3.843811, 1.828867, -1.049721], [-4.538252, 0.378630, -1.753656], [-6.576719, 3.561807, -2.515883], [-5.476715, 3.817378, -1.201213], [-7.321965, 3.374021, -1.027319], [-7.120762, 1.527207, -3.248923], [-7.968132, 0.862327, -1.798002], [-7.410567, -1.113141, -3.489168], [-6.755453, -1.230216, -1.925828], [-5.722874, -0.705554, -3.226570], [-6.279947, 0.040729, -0.131994], [-7.225404, 1.474949, 0.468043], [-4.394218, 0.901213, 1.169317], [-5.945318, 1.386289, 1.950779], [-3.427357, 3.171491, 2.384382], [-5.079083, 3.177445, 3.241681], [-4.503780, 4.527181, 2.443455], [0.376069, 2.443015, 5.955488], [-0.812599, 1.542276, 5.503634], [-0.398800, 0.229940, 4.838571], [0.745330, 0.473362, 3.857385], [0.176129, -0.757978, 5.875747], [0.791395, -2.079635, 5.475360], [-1.518246, -0.338545, 3.887510], [-2.878325, -0.791259, 4.594017], [-3.409736, 0.344368, 5.163373], [-4.885699, 0.331142, 5.302197], [1.188797, 1.901775, 6.439890], [0.007978, 3.336286, 6.460133], [0.790820, 2.933331, 5.074759], [-1.539742, 1.994041, 4.828893], [-1.188904, 1.063446, 6.407632], [0.944437, -0.368875, 3.194746], [1.678343, 0.664263, 4.387624], [0.475419, 1.337091, 3.249757], [-0.741476, -0.940849, 6.434908], [0.853224, -0.244660, 6.558500], [1.184107, -2.588882, 6.355449], [1.648028, -1.799470, 4.862345], [0.193284, -2.641981, 4.758333], [-1.077556, -1.161723, 3.325121], [-1.830642, 0.472750, 3.230003], [-2.677806, -1.685547, 5.184054], [-3.527942, -1.172584, 3.806179], [-5.204804, -0.432252, 6.011782], [-5.388459, 0.250725, 4.338425], [-5.231542, 1.253711, 5.768422], [0.658911, 6.214892, 0.407886], [-0.828086, 6.135389, -0.085127], [-1.875028, 6.603220, 0.979576], [-1.504206, 7.967550, 1.397547], [-2.372044, 8.697564, 2.326169], [-1.051402, 6.897466, -1.393050], [-0.958442, 7.902844, -1.418793], [-0.465287, 6.622374, -2.168229], [-1.986176, 6.710033, -1.726473], [1.333531, 5.969502, -0.412341], [0.765520, 5.391034, 1.113573], [1.006959, 7.067224, 0.991403], [-1.085732, 5.144825, -0.459977], [-1.914212, 5.820033, 1.736655], [-2.840998, 6.555430, 0.476865], [-3.238772, 9.094752, 1.797836], [-1.717414, 9.436627, 2.788064], [-2.712682, 7.940813, 3.032854], [-5.673529, -6.849775, -0.219647], [-5.579541, -5.416368, -0.545914], [-4.312175, -4.983916, -1.317521], [-4.397996, -3.644370, -1.703223], [-3.166130, -3.174073, -2.280775], [-6.851684, -5.015854, -1.421775], [-6.865360, -5.359906, -2.371264], [-7.728168, -5.170986, -0.944480], [-6.767744, -4.013089, -1.508501], [-5.594111, -7.648470, -0.957126], [-6.526228, -7.069684, 0.422740], [-4.934423, -7.150347, 0.522967], [-5.527345, -4.924433, 0.425365], [-4.345060, -5.549296, -2.248837], [-3.381714, -5.343627, -0.878255], [-3.457758, -2.134112, -2.427519], [-3.141513, -3.554508, -3.301937], [-2.281469, -3.440805, -1.702555], [-0.205637, 0.297538, -6.302426], [-0.556184, 1.719289, -5.770455], [-2.110362, 1.889064, -5.592585], [-2.556552, 3.160591, -5.227444], [-2.600537, 4.001976, -6.399686], [0.182352, 2.078063, -4.429487], [-0.044687, 1.494875, -3.636740], [1.137180, 1.885350, -4.696448], [-0.026594, 2.997084, -4.066403], [0.852621, 0.186446, -6.538779], [-0.654758, 0.403877, -7.289893], [-0.713153, -0.586539, -5.916510], [-0.159943, 2.479264, -6.443905], [-2.521846, 1.156677, -4.898042], [-2.584894, 1.556159, -6.515674], [-3.148272, 3.429918, -7.148584], [-1.673964, 4.151565, -6.953925], [-2.869493, 5.023287, -6.130070], [0.026998, -6.205724, -1.874078], [1.316060, -5.688074, -3.013390], [-1.214055, -5.607954, -3.044232], [-1.325994, -6.678670, -0.741980], [1.158889, -6.821804, -0.556082], [0.190062, -4.598014, -1.246454], [-0.037345, -7.822456, -2.622287], [2.020102, 5.280080, -3.939376], [0.801050, 4.911447, -2.694283], [2.419511, 3.553084, -4.193973], [3.125394, 5.767875, -5.157409], [1.621182, 6.921128, -3.664075], [3.296941, 5.430634, -2.615679], [0.659481, 5.182982, -5.152101]],
  "atomic_forces_ev_per_a": [[-2.3, -1.9, 0.2], [0.7, 0.0, 1.1], [-0.3, 1.2, -0.7], [1.9, 1.3, -0.1], [-1.9, -1.9, -2.1], [2.2, 0.9, 1.2], [0.0, 1.3, -1.1], [2.4, -1.9, -1.1], [-4.6, 0.1, 2.1], [0.0, 1.2, 0.0], [1.0, 1.4, 0.7], [-1.9, -1.7, 0.5], [1.1, 0.0, 0.0], [1.2, -0.5, -0.2], [0.2, 1.1, -0.2], [-0.1, 0.8, 0.9], [-1.1, -0.3, -1.5], [1.4, -1.2, -0.9], [0.5, 0.0, 1.9], [1.3, 1.1, -0.3], [0.2, -0.2, 1.6], [0.3, 0.3, -0.1], [-0.6, 0.4, -1.7], [-2.0, 0.3, 1.1], [1.5, 0.1, 0.0], [-0.2, 0.1, -0.2], [0.7, -0.5, -0.5], [0.4, 0.1, 0.6], [-0.3, -0.5, 0.0], [-0.4, 0.2, -0.3], [-0.2, 0.4, -0.8], [0.1, 0.5, -0.8], [0.0, 0.2, 0.2], [0.2, -0.2, 0.1], [-0.6, -0.5, 0.3], [0.0, -0.3, 0.3], [-0.1, -0.4, -0.2], [-0.4, 0.4, -0.1], [0.0, 0.0, 0.0], [-0.6, -0.3, 0.0], [0.2, -0.2, 0.1], [0.3, -0.1, 0.7], [-0.4, 0.6, -0.2], [-0.1, -0.5, 0.1], [-0.2, -0.3, -0.5], [0.2, -0.2, 0.2], [1.0, 1.7, -1.3], [-1.5, -1.6, -0.9], [-0.7, -0.5, -0.8], [-0.2, 2.6, -0.6], [0.9, -1.9, 0.7], [1.1, 0.1, 0.5], [-0.4, -1.3, -0.6], [1.5, 0.2, 0.6], [-0.4, 0.8, 0.1], [0.1, -0.1, 0.3], [-0.2, 0.5, 1.3], [-0.4, -1.0, 0.5], [0.7, 0.2, 0.7], [0.0, 0.8, 0.1], [0.1, -0.5, -0.2], [-0.4, -0.1, -0.1], [-0.1, 0.6, 0.4], [0.2, 0.2, -0.4], [0.3, -0.3, 0.1], [-0.1, 0.2, -0.3], [0.1, 0.2, 0.1], [-0.1, -0.1, 0.3], [-0.2, 0.2, -0.2], [-0.6, -0.1, 0.3], [-0.6, 0.5, 0.5], [0.0, -0.1, 0.6], [-0.7, 0.1, -0.6], [0.2, -0.2, -0.1], [0.4, -0.6, -1.0], [-1.1, 0.2, 0.6], [-0.1, -0.7, -1.1], [0.3, -0.3, -0.2], [-0.9, -1.3, -0.6], [0.4, 1.3, 0.3], [1.1, 0.1, 1.2], [0.8, 1.4, -1.5], [-0.6, -0.3, 1.6], [0.1, 2.2, -1.0], [0.1, -0.6, -0.3], [0.1, -0.2, 0.2], [-0.2, -0.5, 0.3], [-0.1, 0.1, 0.2], [-0.8, 0.2, 0.5], [0.6, 0.0, 0.0], [0.3, -0.7, -0.4], [-0.5, -0.3, 0.7], [0.5, 0.4, 0.8], [-0.3, -0.2, 0.0], [-0.1, 0.2, -0.4], [-0.3, 0.9, -0.2], [0.2, -0.1, 0.2], [-0.1, 0.1, -0.1], [-0.1, 0.1, 0.4], [-0.4, -0.1, -1.0], [0.2, -0.1, -0.2], [0.4, -1.0, 0.8], [0.0, -0.3, 0.7], [0.2, -0.8, 0.1], [-0.3, 0.1, -1.1], [-0.6, 0.2, -2.0], [1.2, -1.2, 1.4], [2.3, -0.9, -2.8], [-0.1, 0.5, 0.0], [-2.4, -0.1, 1.2], [0.7, 1.3, -1.8], [-1.3, -0.4, 1.7], [2.0, -0.1, -1.6], [-2.0, 0.5, 0.8], [0.9, 0.1, 0.6], [-0.4, 0.3, 0.4], [-0.1, -0.6, 0.8], [0.4, -0.3, -0.3], [0.0, 0.1, 0.5], [-1.1, 1.0, 0.1], [-0.5, -0.1, 0.1], [-0.2, 0.2, 0.2], [0.1, -0.1, -0.1], [0.1, -0.2, 0.5], [-0.1, 0.4, -0.4], [-0.5, -0.2, -0.2], [0.5, -0.3, 0.1], [-0.3, -0.5, 0.7], [0.0, 0.2, 0.1], [0.6, 0.1, -0.1], [-0.2, 0.2, 1.0], [0.0, 0.0, -0.5], [0.1, -0.4, -0.3], [0.2, -0.3, -0.1], [0.6, 0.2, -0.2], [-0.7, -1.0, -0.2], [0.7, 1.2, 0.6], [1.0, 1.5, -1.0], [-0.3, -1.8, -0.8], [0.4, -1.7, -0.7], [-0.3, 0.4, -0.2], [0.1, 0.7, 0.9], [1.0, -0.8, -0.3], [-0.6, 0.0, 0.0], [0.1, 0.3, -0.1], [-0.1, -0.3, 0.0], [-0.6, 0.4, -0.6], [0.2, -0.2, 0.6], [0.3, 0.3, 0.6], [-0.5, 0.4, 0.1], [0.2, 0.3, 0.1], [-0.4, 0.0, -0.1], [-0.1, 0.4, 0.5], [0.0, -2.1, 1.4], [1.0, 0.0, -0.8], [-1.4, -1.3, -1.6], [-0.1, 0.0, 1.5], [-1.6, 0.4, -1.0], [1.5, 1.2, 1.6], [0.2, -0.8, -0.2], [-0.3, -0.6, 0.1], [0.1, 0.6, -0.3], [-0.1, 0.6, -0.6], [-0.7, 0.2, -0.4], [0.7, 0.5, -0.2], [-1.1, 0.8, -0.3], [0.1, -0.6, -0.4], [0.1, 0.4, 0.7], [1.2, 0.4, 0.4], [0.6, -0.5, 0.0], [-0.1, 0.4, -0.1], [-0.6, 1.6, -1.0], [-1.0, -0.4, 1.4], [0.8, -0.9, -0.2], [0.9, 0.6, -0.5], [0.5, -0.2, -0.4], [-1.3, -1.2, -1.5], [-0.1, -1.2, 0.2], [0.6, 0.8, 0.6], [0.5, 1.0, -0.6], [0.0, -0.3, 0.5], [0.1, -0.3, -0.4], [0.4, 0.3, 0.8], [-0.1, -0.1, -0.1], [0.6, 0.0, 0.4], [0.2, 0.2, -0.5], [-1.0, 0.7, 0.0], [0.8, -0.3, 0.7], [-0.8, -0.4, 0.0], [-0.5, -1.6, -1.0], [-0.7, -0.9, 1.1], [1.0, -0.5, 1.2], [1.2, 0.9, -1.1], [-0.8, 0.8, -1.6], [-0.5, -0.4, 0.6], [0.2, 1.8, 0.9], [1.1, 0.9, -0.6], [0.1, -0.7, 0.0], [-0.5, 1.1, 0.5], [-0.3, -0.7, 0.4], [-0.4, 0.5, 0.3], [-1.7, -0.8, -1.5], [1.3, -0.6, 1.3]],
  "lowdin_charge": [-0.66, 0.14, 0.13, 0.17, 0.71, -0.29, -0.29, -0.30, 0.48, -0.31, -0.31, -0.61, 0.10, 0.07, 0.14, -0.04, -0.14, -0.23, 0.01, -0.09, -0.04, -0.07, -0.20, -0.15, -0.10, 0.09, 0.07, 0.07, 0.12, 0.12, 0.12, 0.11, 0.10, 0.09, 0.13, 0.07, 0.08, 0.06, 0.11, 0.14, 0.11, 0.12, 0.09, 0.10, 0.10, -0.05, -0.06, -0.19, 0.03, -0.18, -0.06, -0.12, -0.17, -0.21, -0.05, 0.08, 0.06, 0.07, 0.11, 0.08, 0.12, 0.11, 0.09, 0.10, 0.11, 0.09, 0.07, 0.08, 0.14, 0.13, 0.13, 0.14, 0.08, 0.10, 0.09, -0.04, -0.15, -0.19, 0.03, -0.07, -0.06, -0.05, -0.24, -0.20, -0.05, 0.08, 0.05, 0.08, 0.10, 0.10, 0.09, 0.10, 0.11, 0.12, 0.12, 0.10, 0.06, 0.07, 0.13, 0.14, 0.13, 0.12, 0.08, 0.09, 0.09, -0.04, -0.13, -0.23, -0.04, -0.16, -0.04, -0.03, -0.22, -0.20, -0.02, 0.08, 0.10, 0.07, 0.13, 0.12, 0.09, 0.10, 0.11, 0.12, 0.13, 0.11, 0.06, 0.09, 0.13, 0.12, 0.13, 0.12, 0.10, 0.07, 0.09, 0.00, -0.26, -0.15, -0.21, -0.03, 0.24, 0.18, 0.12, 0.16, 0.07, 0.08, 0.09, 0.11, 0.12, 0.12, 0.09, 0.10, 0.08, -0.06, -0.26, -0.20, -0.21, -0.07, 0.26, 0.17, 0.16, 0.13, 0.11, 0.09, 0.11, 0.15, 0.14, 0.13, 0.07, 0.10, 0.08, -0.02, -0.21, -0.22, -0.20, -0.05, 0.23, 0.08, 0.13, 0.10, 0.09, 0.09, 0.09, 0.15, 0.11, 0.13, 0.10, 0.09, 0.10, 0.92, -0.29, -0.29, -0.31, -0.32, -0.27, -0.26, 0.86, -0.30, -0.27, -0.20, -0.24, -0.30, -0.29]
}